This record from the Open Molecules 2025 dataset describes a cluster of 12 separate species, C32H92N4O20 in total. The level of theory is the ωB97M-V functional and the def2-TZVPD basis.

XYZ file:
```
148
Properties=species:S:1:pos:R:3:forces:R:3
C 5.766 4.291 0.090 -0.882 -0.083 -0.384
C 4.520 3.486 0.631 1.571 0.887 -1.679
C 3.994 2.384 -0.273 -0.948 0.471 -0.854
O 3.606 2.840 -1.587 -0.054 1.042 1.804
C 2.941 1.879 -2.369 1.740 -0.050 -0.600
N 4.974 2.871 1.829 0.320 -0.551 1.040
H 5.611 4.673 -0.919 -0.287 0.152 -0.001
H 6.716 3.757 0.042 -0.260 -0.542 0.281
H 5.924 5.140 0.755 -0.014 0.118 0.015
H 3.737 4.221 0.813 -0.320 0.098 -0.223
H 3.072 2.029 0.185 -0.019 -0.460 0.351
H 4.723 1.575 -0.317 0.178 -0.190 -0.204
H 2.042 1.379 -2.009 -0.063 0.277 0.635
H 3.759 1.170 -2.499 -0.544 -0.992 -0.703
H 2.725 2.386 -3.310 -0.155 -0.217 -0.019
H 5.174 3.622 2.473 0.207 -0.090 0.363
H 4.238 2.333 2.264 -0.195 0.128 0.064
C -0.753 3.168 -2.565 0.255 0.117 1.043
C -0.176 4.546 -2.211 0.853 0.707 -0.853
C 0.401 5.250 -3.467 -0.227 0.208 -0.567
O 1.600 4.691 -3.992 1.145 -0.236 1.640
C 2.755 5.161 -3.244 -0.081 0.840 -0.733
N -1.201 5.324 -1.537 -1.110 -0.267 -0.505
H -1.380 3.224 -3.455 0.182 -0.127 -0.067
H -1.361 2.826 -1.728 -0.313 0.165 0.067
H 0.012 2.392 -2.599 0.182 0.168 -0.667
H 0.662 4.531 -1.514 0.497 -0.921 -0.053
H 0.566 6.314 -3.298 0.117 0.287 0.529
H -0.245 5.258 -4.345 -0.637 -0.406 0.259
H 2.784 5.077 -2.158 -0.715 -0.583 -0.018
H 2.829 6.231 -3.441 0.080 0.326 -0.119
H 3.689 4.722 -3.594 -0.372 -0.388 -0.297
H -0.949 6.241 -1.197 0.511 -0.036 -0.142
H -1.408 4.747 -0.735 -0.378 0.239 0.458
C 1.042 -5.818 -3.085 1.034 -0.354 -1.167
C 0.460 -4.450 -3.356 -1.152 -0.588 1.358
C -0.420 -4.349 -4.613 1.261 0.080 0.012
O -0.533 -2.979 -5.052 0.456 -0.858 0.178
C -1.309 -2.827 -6.218 -0.283 0.682 0.651
N -0.385 -4.335 -2.152 -0.603 1.034 -0.558
H 1.720 -6.097 -3.892 0.162 -0.338 -0.080
H 0.283 -6.587 -2.944 -0.103 0.169 -0.121
H 1.638 -5.765 -2.174 -0.037 -0.002 0.038
H 1.260 -3.709 -3.354 0.072 0.175 -0.477
H -1.386 -4.810 -4.405 -0.335 0.136 0.048
H 0.057 -4.928 -5.404 0.027 -0.060 -0.291
H -1.284 -1.762 -6.449 0.183 -0.123 -0.200
H -2.345 -3.042 -5.956 -0.332 -0.363 -0.371
H -0.974 -3.399 -7.083 0.113 -0.234 0.104
H -0.910 -3.474 -2.218 0.102 -0.032 0.413
H 0.197 -4.194 -1.339 0.033 -0.156 0.278
C -4.107 -0.834 -2.407 -0.129 1.062 -0.776
C -3.136 -1.251 -3.485 -1.377 0.203 -0.715
C -2.410 -0.083 -4.169 0.501 -0.552 0.277
O -3.174 0.612 -5.123 -1.109 0.547 -0.448
C -3.604 -0.044 -6.327 0.526 0.126 0.803
N -2.322 -2.242 -2.895 1.466 -1.057 0.199
H -3.595 -0.480 -1.513 0.157 -0.227 0.100
H -4.755 -1.681 -2.184 -0.243 0.341 0.141
H -4.618 0.036 -2.819 -0.742 -0.131 0.284
H -3.695 -1.787 -4.252 -0.545 0.444 -0.498
H -1.466 -0.380 -4.626 0.180 -0.467 0.008
H -2.135 0.623 -3.385 -0.088 0.378 -0.120
H -2.748 -0.276 -6.961 0.112 -0.214 -0.006
H -4.237 0.630 -6.903 0.019 0.224 0.386
H -4.182 -0.941 -6.105 0.056 -0.141 -0.098
H -2.901 -3.052 -2.722 -0.329 -0.118 0.651
H -1.714 -2.615 -3.610 0.654 0.329 -0.215
C -4.227 1.966 4.547 -1.076 0.132 1.585
C -3.297 1.824 3.418 0.670 -0.341 -0.546
O -2.544 3.009 3.201 -0.476 0.104 -0.229
O -3.585 2.129 5.825 -0.184 -0.344 -0.411
H -4.824 1.066 4.695 -0.080 -0.118 -0.362
H -4.917 2.795 4.390 -0.090 0.185 -0.112
H -3.854 1.625 2.502 0.088 -0.090 -0.044
H -2.622 1.003 3.658 0.115 -0.221 -0.352
H -2.129 3.200 4.046 0.791 0.345 0.208
H -2.830 2.711 5.710 0.383 0.260 0.257
C -0.139 -5.570 2.006 -0.643 1.771 -0.655
C 0.218 -4.038 1.943 0.624 -1.258 0.261
O 0.447 -3.648 0.616 -0.003 -0.444 -0.034
O -0.658 -5.929 3.253 -0.042 -0.102 0.859
H 0.724 -6.188 1.760 0.058 0.072 -0.353
H -0.972 -5.713 1.317 0.287 -0.263 -0.327
H 1.147 -3.922 2.503 0.262 0.177 0.401
H -0.520 -3.396 2.424 -0.398 -0.332 -0.038
H 0.389 -2.690 0.580 -0.126 0.396 -0.227
H 0.007 -5.719 3.913 0.016 -0.048 0.234
C -0.650 -0.574 5.470 0.677 -1.782 -1.361
C -1.442 -1.771 4.938 -1.751 0.450 2.160
O -2.825 -1.376 4.693 0.723 0.155 -0.528
O -0.285 0.140 4.320 -0.290 0.114 -0.409
H 0.276 -0.922 5.928 -0.021 -0.215 0.446
H -1.172 0.068 6.179 -0.422 -0.186 0.066
H -1.563 -2.462 5.773 0.595 -0.574 -0.059
H -1.100 -2.298 4.048 0.371 0.457 0.154
H -3.049 -0.775 5.408 -0.286 0.160 0.001
H 0.003 0.984 4.674 0.418 1.779 -0.199
C 3.660 0.715 5.265 -1.843 -0.074 -1.113
C 3.204 0.732 3.783 2.155 -1.217 1.324
O 2.662 1.967 3.379 0.826 -0.839 -0.604
O 2.486 0.587 6.037 0.270 -0.240 1.291
H 4.178 1.660 5.429 0.323 -0.042 0.389
H 4.232 -0.180 5.510 0.451 0.244 -0.264
H 2.626 -0.176 3.610 -0.760 0.311 -0.159
H 4.165 0.484 3.333 0.007 0.735 -1.155
H 1.944 2.180 3.980 -0.933 0.407 0.501
H 1.778 1.033 5.568 -0.573 0.543 0.094
C -0.455 -0.194 -0.524 -1.349 -0.522 2.691
C -0.811 -0.289 1.056 -0.284 0.952 -0.623
O 0.287 -0.686 1.822 1.997 -0.476 -0.940
O -0.435 -1.521 -0.998 1.279 0.538 -0.002
H 0.450 0.394 -0.674 0.397 -0.430 0.145
H -1.230 0.325 -1.089 -0.249 0.444 0.390
H -1.542 -1.035 1.368 -0.850 -0.071 -1.339
H -1.201 0.660 1.422 0.085 0.410 -0.187
H 0.191 -0.412 2.737 -0.244 0.310 0.492
H -1.275 -1.587 -1.459 -0.378 -0.942 -0.687
C 0.357 3.167 1.548 -0.145 1.732 0.932
C 1.051 4.587 1.824 -0.505 -1.471 0.245
O 0.276 5.460 2.660 -0.132 -0.075 -1.256
O -0.946 3.339 0.933 1.726 -0.253 -0.300
H 0.232 2.661 2.505 -0.161 -0.024 0.245
H 1.040 2.518 0.999 -0.279 0.168 -0.601
H 1.259 4.990 0.833 -0.444 0.731 0.116
H 2.021 4.494 2.312 0.169 -0.611 -0.094
H 0.372 5.176 3.572 0.085 -0.298 0.161
H -1.526 3.544 1.670 -0.434 -0.069 0.336
C -3.805 -2.657 1.556 -1.171 -0.406 -0.492
C -4.847 -3.424 0.609 1.302 -0.001 2.364
O -4.483 -4.815 0.566 0.222 0.466 -1.002
O -3.862 -3.104 2.896 -0.340 -1.087 -0.518
H -3.971 -1.584 1.650 -0.229 0.279 -0.940
H -2.811 -2.844 1.151 0.121 -0.011 -0.336
H -4.818 -2.926 -0.360 0.054 -0.558 -0.137
H -5.858 -3.452 1.015 -0.125 0.858 0.063
H -4.276 -5.092 1.462 0.033 0.147 0.242
H -3.362 -2.454 3.395 -0.165 0.130 0.664
C 3.411 -1.740 -0.138 0.306 -0.538 0.122
C 2.850 -2.475 -1.361 1.121 -0.391 -0.381
O 3.883 -2.641 -2.387 -1.364 0.337 0.521
O 4.801 -2.169 0.202 -1.755 0.527 -0.655
H 2.756 -1.955 0.706 0.054 0.043 0.134
H 3.379 -0.664 -0.311 0.274 0.041 -0.042
H 1.977 -1.961 -1.763 0.321 0.525 -0.220
H 2.404 -3.433 -1.095 0.503 -0.382 0.253
H 4.689 -2.840 -1.904 0.166 -0.005 0.227
H 5.225 -1.337 0.424 0.308 -0.096 0.069
```
Positions in Å, forces in eV/Å.

Charge: -1
<S²>: 0.751
DFT total energy: -81578.3485 eV
Relative energy (zero: lowest compared OMol25 entry of this formula, charge and spin): 0.000 eV
2S+1: 2